Run A
C25H35NO3 | wB97M-V/def2-TZVPD

Each line ends with the natural charge from an NBO analysis.
Atoms and positions in Å:
C 3.39 2.28 1.29  -0.614
C 4.88 1.98 1.35  -0.402
C 5.55 2.02 -0.03  -0.389
C 5.09 0.94 -1.00  -0.437
C 5.43 -0.48 -0.54  -0.066
O 4.61 -0.96 0.51  -0.504
C 3.31 -1.28 0.24  0.292
C 2.74 -1.39 -1.02  -0.259
C 1.41 -1.75 -1.15  -0.196
C 0.61 -2.00 -0.04  -0.090
C -0.86 -2.37 -0.19  0.269
C -1.16 -3.65 0.60  -0.620
O -1.21 -2.65 -1.53  -0.724
C -1.70 -1.16 0.34  -0.273
C -3.21 -1.46 0.26  -0.214
N -4.00 -0.25 0.20  -0.451
C -3.97 0.52 1.42  -0.254
C -4.72 1.83 1.20  -0.072
O -6.06 1.61 0.81  -0.523
C -6.10 0.82 -0.36  -0.071
C -5.38 -0.51 -0.17  -0.243
C -1.33 0.08 -0.44  -0.029
C -1.89 0.35 -1.68  -0.235
C -1.49 1.46 -2.40  -0.200
C -0.52 2.32 -1.90  -0.221
C 0.03 2.05 -0.66  -0.224
C -0.36 0.94 0.06  -0.155
C 1.19 -1.89 1.22  -0.149
C 2.52 -1.54 1.36  -0.274
H 3.21 3.23 0.79  0.197
H 2.98 2.34 2.30  0.211
H 2.85 1.50 0.76  0.206
H 5.37 2.72 1.99  0.198
H 5.03 0.99 1.79  0.212
H 5.36 3.00 -0.48  0.199
H 6.63 1.93 0.11  0.197
H 5.58 1.10 -1.96  0.213
H 4.01 1.01 -1.15  0.214
H 6.44 -0.50 -0.11  0.194
H 5.41 -1.18 -1.39  0.175
H 3.31 -1.21 -1.91  0.212
H 1.00 -1.85 -2.14  0.216
H -1.14 -3.48 1.67  0.207
H -0.43 -4.41 0.33  0.225
H -2.15 -4.02 0.32  0.221
H -1.14 -1.83 -2.03  0.477
H -1.42 -1.01 1.39  0.215
H -3.50 -2.09 1.12  0.178
H -3.40 -2.03 -0.65  0.214
H -2.93 0.75 1.68  0.208
H -4.43 -0.02 2.26  0.167
H -4.77 2.42 2.11  0.193
H -4.20 2.41 0.42  0.169
H -7.15 0.67 -0.59  0.192
H -5.62 1.37 -1.19  0.165
H -5.41 -1.08 -1.10  0.202
H -5.91 -1.10 0.61  0.166
H -2.67 -0.28 -2.08  0.216
H -1.94 1.66 -3.37  0.211
H -0.21 3.18 -2.46  0.213
H 0.78 2.72 -0.25  0.215
H 0.08 0.75 1.03  0.208
H 0.61 -2.08 2.10  0.202
H 2.97 -1.46 2.34  0.223

gap between HOMO and LUMO: 9.02 eV
total charge: 0
HOMO: -0.3044 Ha

=====

Run B
C25H35NO3 | wB97M-V/def2-TZVPD

Each line ends with the natural charge from an NBO analysis.
Atoms and positions in Å:
C 3.29 3.82 5.20  -0.599
C 2.67 2.60 4.52  -0.395
C 3.74 1.64 4.02  -0.393
C 3.17 0.45 3.25  -0.426
C 2.45 -0.56 4.16  -0.061
O 1.95 -1.67 3.44  -0.494
C 0.85 -1.52 2.65  0.298
C 0.04 -0.39 2.60  -0.272
C -1.05 -0.35 1.75  -0.186
C -1.36 -1.43 0.93  -0.092
C -2.50 -1.36 -0.07  0.269
C -3.72 -0.65 0.53  -0.631
O -2.86 -2.70 -0.38  -0.723
C -2.06 -0.63 -1.38  -0.270
C -1.07 -1.50 -2.17  -0.208
N -0.34 -0.73 -3.15  -0.455
C -1.15 -0.27 -4.26  -0.252
C -0.31 0.64 -5.15  -0.072
O 0.83 -0.02 -5.64  -0.523
C 1.61 -0.50 -4.57  -0.071
C 0.82 -1.44 -3.67  -0.243
C -1.48 0.73 -1.10  -0.026
C -0.15 0.90 -0.72  -0.113
C 0.36 2.16 -0.46  -0.244
C -0.45 3.28 -0.57  -0.207
C -1.77 3.13 -0.95  -0.224
C -2.28 1.86 -1.22  -0.222
C -0.56 -2.56 1.01  -0.186
C 0.52 -2.61 1.85  -0.253
H 3.90 3.52 6.05  0.201
H 2.51 4.50 5.55  0.209
H 3.92 4.36 4.50  0.201
H 2.02 2.10 5.24  0.192
H 2.05 2.93 3.68  0.195
H 4.41 2.18 3.36  0.204
H 4.33 1.27 4.86  0.194
H 3.97 -0.08 2.74  0.212
H 2.47 0.80 2.49  0.206
H 1.65 -0.08 4.73  0.169
H 3.16 -0.99 4.87  0.192
H 0.24 0.47 3.22  0.211
H -1.65 0.54 1.74  0.217
H -4.57 -0.74 -0.15  0.200
H -3.53 0.41 0.68  0.221
H -3.99 -1.11 1.48  0.226
H -3.65 -2.68 -0.94  0.469
H -2.97 -0.50 -1.98  0.203
H -1.62 -2.34 -2.63  0.183
H -0.34 -1.93 -1.48  0.210
H -2.00 0.30 -3.87  0.205
H -1.54 -1.12 -4.86  0.166
H -0.88 0.96 -6.02  0.191
H -0.01 1.52 -4.56  0.169
H 2.47 -1.01 -5.02  0.192
H 1.97 0.35 -3.96  0.166
H 1.44 -1.76 -2.84  0.203
H 0.52 -2.33 -4.26  0.166
H 0.50 0.04 -0.64  0.206
H 1.39 2.27 -0.17  0.210
H -0.06 4.26 -0.36  0.210
H -2.41 3.99 -1.05  0.212
H -3.31 1.76 -1.53  0.207
H -0.81 -3.42 0.40  0.234
H 1.14 -3.49 1.91  0.222

gap between HOMO and LUMO: 8.93 eV
total charge: 0
HOMO: -0.3025 Ha

=====

Which structure is the most stable? The one labeled run A.